(1)
Molecular formula: C25H24AsBrN2O8RuSSi
Method: DFT, the ωB97M-V functional and the def2-TZVPD basis

Values from the calculation:
frontier orbital gap (spin up / spin down)	5.884 / 6.000	eV
relative energy (zero: lowest compared OMol25 entry of this formula, charge and spin)	168.2	kJ/mol
HOMO (spin up / spin down)	-8.4131 / -8.3455	eV
total energy	-7270.87890	a.u.

```
64
Properties=species:S:1:pos:R:3:forces:R:3
Ru -0.519613 0.028029 1.041415 3.8800 -1.0063 -0.9450
Br 3.222120 -6.227928 2.208987 -0.0088 0.0069 -0.0388
C 2.017521 -4.768528 2.128217 0.0539 -0.1158 0.0229
C 0.657218 -5.007078 1.915512 0.1296 0.1019 0.0898
C -0.228186 -3.957237 1.898432 -0.2262 0.3695 0.0281
C 0.206198 -2.628100 2.079591 0.8309 -0.5575 -0.1508
O -0.668249 -1.660336 2.084099 -0.8964 0.5956 -0.1113
C 1.599231 -2.404023 2.247845 -0.4863 -0.2093 -0.3689
C 2.101958 -1.077111 2.385718 -0.2762 0.1258 0.1247
N 1.328241 -0.051995 2.451514 -0.8350 -0.2247 -1.1010
C 1.763690 1.253363 2.618142 0.4860 0.5380 0.1956
C 3.019947 1.674121 3.000966 -0.2968 -0.3263 -0.1669
C 3.328314 3.041754 3.020784 -0.0333 0.2785 -0.0281
C 2.391592 3.983943 2.689517 0.1385 -0.0074 0.0043
C 1.070266 3.592836 2.387375 -0.0222 -0.2220 0.0572
C 0.034086 4.492582 2.061743 -0.1735 -0.1786 -0.0455
C -1.234951 4.013220 1.875851 0.0926 0.2741 0.2596
C -1.471293 2.640987 1.981697 -0.0337 -0.2725 0.2468
N -0.503202 1.757229 2.177482 -0.1519 0.4063 -0.5958
C 0.760469 2.218340 2.389768 0.2474 0.2181 0.1316
C 2.486481 -3.489903 2.276776 0.0652 0.0519 -0.0675
H 0.301413 -6.014407 1.749506 0.0275 -0.0225 0.0248
H -1.278912 -4.113031 1.697239 -0.0079 -0.0173 0.0432
H 3.185081 -0.954159 2.406446 -0.0337 0.0601 0.3785
H 3.786428 0.956740 3.260326 0.0011 -0.0172 -0.0098
H 4.329035 3.351133 3.290245 0.0067 -0.0128 -0.0181
H 2.646854 5.035032 2.660545 -0.0012 0.0083 0.0609
H 0.252393 5.547774 1.961005 -0.0011 0.0152 0.0190
H -2.055077 4.670093 1.626998 -0.0450 -0.0390 0.0313
H -2.475588 2.248783 1.894963 0.0374 -0.0073 -0.3194
H 3.545555 -3.309257 2.412534 0.0032 0.0000 0.0057
O -3.841980 1.747807 -0.055331 0.2186 -0.2773 0.2788
As -2.468829 1.600486 -1.159219 -1.1314 1.3680 -0.8420
O -2.415400 3.033988 -1.908485 0.1020 -0.0435 -0.3247
O -1.012889 1.364688 -0.332357 0.1111 -0.6717 0.4735
C -3.029809 0.173037 -2.358313 0.2929 0.0045 0.5155
C -3.661873 0.565332 -3.527765 0.0872 0.1254 0.1454
C -4.229701 -0.400841 -4.345428 -0.0191 -0.1491 -0.0102
C -4.140501 -1.746866 -4.011794 -0.0128 0.1194 -0.0766
C -3.472132 -2.142454 -2.863588 0.1182 -0.1457 0.1783
C -2.932637 -1.173663 -2.034508 0.0582 0.2145 0.1863
S -2.193678 -1.622097 -0.481490 -0.9055 -1.6564 -0.7379
O -2.735006 -0.641847 0.491909 0.5239 0.4213 0.5286
O -2.535467 -2.988839 -0.226152 -0.0163 0.1767 -0.0627
O -0.730811 -1.378149 -0.591251 0.1054 0.4492 0.6873
H -4.004226 0.891236 0.366386 -0.0447 0.0348 -0.0461
H -3.714396 1.622846 -3.756449 -0.0267 -0.0198 -0.0497
H -4.759916 -0.107227 -5.241398 0.0218 0.0331 -0.0128
H -4.612854 -2.489119 -4.640737 0.0694 -0.0276 -0.0337
H -3.374244 -3.183552 -2.587293 -0.0865 -0.0046 -0.0067
C 2.315749 -1.565020 -2.011097 -0.4908 0.5985 0.2893
Si 1.599025 0.163939 -1.617185 1.6379 -0.1060 -2.4438
C 3.020495 1.426932 -1.901840 -0.6857 -0.5365 0.3001
C 0.382886 0.555826 -3.019537 -0.3236 -0.1069 0.7487
O 1.350175 0.251626 -0.037213 -2.6555 0.3850 2.8661
H 2.692527 -1.598826 -3.033963 0.0160 -0.0700 -0.0255
H 1.526437 -2.309173 -1.886145 0.0624 -0.1110 -0.0663
H 3.125281 -1.802065 -1.319133 0.0595 -0.0427 -0.0195
H 3.430385 1.294480 -2.903381 0.0745 0.0765 -0.0247
H 3.804710 1.283792 -1.158358 0.1044 0.0614 -0.0247
H 2.611136 2.433390 -1.800512 0.1008 0.0894 -0.0435
H 0.914730 0.690113 -3.961831 0.1885 -0.0673 0.0701
H -0.178917 1.470766 -2.823196 0.0291 0.0587 -0.0948
H -0.327282 -0.263435 -3.144573 -0.0540 0.0058 -0.0793
```
Positions in Å, forces in eV/Å.

These are the Löwdin partial charges, in e, on atoms 1 to 2:
1. Ru 1.590
2. Br 0.734

(2)
Molecular formula: C46H40N8O10
Method: DFT, the ωB97M-V functional and the def2-TZVPD basis

Values from the calculation:
total charge	-1
frontier orbital gap (spin up / spin down)	2.561 / 5.755	eV
multiplicity	2
HOMO (spin up / spin down)	-2.4311 / -5.6206	eV
total energy	-2967.48918	a.u.

```
104
Properties=species:S:1:pos:R:3:forces:R:3
C 4.941400 -6.939370 26.833820 0.0284 0.9178 -1.6016
C 4.720630 -5.929600 25.819460 1.0372 0.0555 2.0700
C 5.421930 -4.723950 25.928080 -0.0049 -1.4886 1.6396
C 6.478120 -4.598390 26.958100 -0.3519 -1.1204 -0.3597
C 6.759680 -5.701790 27.890090 -0.5909 1.3908 -0.1715
C 5.911390 -6.791140 27.798460 -0.4163 -1.3787 -0.5766
C 7.817880 -5.738980 28.973050 0.3804 2.2349 -3.2667
O 8.043130 -6.707770 29.653600 -0.1259 -1.9013 1.6922
C 8.779870 -4.614630 28.846460 -0.3812 -1.1036 0.0515
C 10.070670 -4.679570 29.504090 -2.0362 1.4734 -0.7998
C 10.917870 -3.592120 29.348790 -0.1043 -3.2491 1.8883
C 10.571980 -2.543500 28.537830 2.8336 0.2988 0.9782
C 9.477970 -2.594070 27.810960 -2.1959 0.3292 -1.9089
C 8.470740 -3.614020 27.913830 2.1723 2.4019 -0.3952
C 7.360740 -3.445340 26.960350 -1.1088 -2.6874 1.7842
O 7.108860 -2.468940 26.275520 0.5168 1.8657 -1.1206
H 4.384880 -7.859500 26.733580 -0.0201 -0.2236 0.1894
H 4.018580 -6.150000 25.028920 -0.2399 0.3296 -0.0485
H 5.022540 -3.909580 25.341830 0.8893 0.4235 -0.2121
H 6.117430 -7.671470 28.389210 -0.0178 0.1429 0.5609
H 10.202100 -5.530300 30.156300 0.4015 0.0011 -0.0260
H 11.855530 -3.726710 29.867510 0.3615 0.6894 -0.0385
H 11.346610 -1.800010 28.421330 -0.2075 0.4655 -0.3057
H 9.468660 -1.844410 27.033580 -0.9591 0.1163 -0.1393
C -0.868850 -10.455000 29.663690 -0.0424 -0.4360 -0.5301
C 0.150090 -10.168740 30.554210 0.7201 1.3759 -1.5759
C 1.059390 -9.100990 30.225500 -0.9665 -1.3404 0.7954
C 0.805100 -8.230970 29.179980 -0.6011 -0.1356 -2.7575
C -0.239890 -8.620060 28.201000 0.2636 1.1191 1.6178
C -1.063150 -9.727140 28.483520 1.2380 1.2657 -0.2485
C -0.539850 -7.681050 27.028220 -0.3753 0.3042 -0.5843
O -1.367520 -7.919520 26.134410 1.3600 -0.1913 1.7436
C 0.209660 -6.337070 26.989640 0.3642 -0.5109 0.1171
C -0.202540 -5.441020 25.942470 -2.2298 -4.3555 1.9033
C 0.434020 -4.334060 25.684460 2.4690 2.3800 0.0686
C 1.527760 -4.059050 26.515400 0.3915 1.7953 0.2398
C 1.853030 -4.760360 27.651580 1.0045 -1.3003 0.2911
C 1.317870 -6.028070 27.877160 -3.6892 0.4279 -3.2228
C 1.726410 -6.999420 28.855450 1.6375 -1.7639 3.1542
O 2.767330 -6.868640 29.507570 -1.7334 -0.0932 -1.0900
H -1.439340 -11.367460 29.755030 -0.2978 0.0456 0.4217
H 0.333830 -10.781410 31.424430 0.0387 -0.0418 -0.0378
H 1.957470 -9.146500 30.823640 0.1573 1.0353 0.0125
H -1.807620 -9.970950 27.740070 -0.1440 -0.2145 0.1102
H -1.092040 -5.693590 25.384440 0.0381 -0.3788 -0.0620
H 0.149770 -3.751040 24.820930 0.1177 0.4386 0.1648
H 2.139140 -3.186260 26.339760 -0.0344 0.2410 -0.1462
H 2.657010 -4.486050 28.318490 0.2230 0.4172 -0.2154
C 10.827640 -11.109260 18.820740 -0.5293 -0.9360 -0.2017
C 9.878490 -11.000290 17.792650 0.8166 0.0173 0.0497
C 8.800100 -10.185910 17.967210 -1.3174 0.5531 1.5211
C 8.621520 -9.451190 19.175840 1.1697 0.6401 0.8876
C 9.625610 -9.479770 20.182410 0.3551 -1.6793 -2.1616
C 10.644650 -10.424430 19.980330 0.1458 1.0995 1.0582
C 9.598120 -8.828370 21.500320 0.5049 -1.2119 1.1451
O 10.457840 -9.006120 22.356280 0.0617 0.3139 -1.0811
C 8.340760 -8.250080 21.852370 -2.7946 1.0285 -0.3238
C 8.106070 -7.789920 23.142420 1.8972 0.2224 0.7084
C 6.938550 -7.290190 23.625570 -0.7486 0.0058 -0.2327
C 5.838440 -7.328900 22.784100 0.4212 0.0522 0.2560
C 6.004460 -7.748830 21.477140 0.6140 0.6386 -1.2886
C 7.258180 -8.189100 20.935760 -1.1310 0.2569 0.2910
C 7.401120 -8.640190 19.471200 -1.6602 -0.4213 -2.1318
O 6.578900 -8.515440 18.525680 1.5502 0.3357 3.1912
H 11.573990 -11.887750 18.878390 0.2385 0.0200 -0.6649
H 9.937100 -11.543590 16.861090 0.2353 -0.2716 0.0761
H 7.957200 -10.274730 17.297850 0.0414 0.4962 -0.2246
H 11.273030 -10.602920 20.840380 0.3316 0.0218 -0.0825
H 8.939210 -7.736710 23.827580 0.3378 -0.2781 -0.1223
H 6.892430 -6.815900 24.594750 -0.0918 -0.2148 0.2142
H 4.902760 -6.939760 23.157560 -0.2845 -0.1038 -0.3311
H 5.184360 -7.460260 20.836380 -0.2131 -0.7785 -0.4754
C 2.152210 -6.207690 22.711550 2.9564 -2.6245 -2.2650
O 2.671610 -6.529350 21.630860 -0.7762 0.2157 -0.6087
N 1.932290 -7.067040 23.660150 -1.1721 -1.6472 1.7011
N 2.090160 -4.996720 23.118720 -0.5117 5.3190 -0.1444
H 1.804010 -6.611500 24.552420 -0.1345 -1.3477 0.3203
H 2.036060 -8.040090 23.410120 -0.1200 -0.3588 0.8526
H 1.722540 -4.705570 24.013250 0.2383 0.0099 -0.5607
H 2.341110 -4.350370 22.384300 -0.2627 0.5034 0.6403
C 0.430640 -9.952200 22.720410 0.1345 0.0254 -1.5441
O 1.525930 -9.811860 23.218310 0.6528 -0.1600 0.3511
N 0.175660 -10.488520 21.507370 1.3698 -1.4107 -1.4111
N -0.725480 -9.505870 23.158970 -1.9112 1.2360 2.4103
H -0.783090 -10.626900 21.221470 0.7498 -0.1106 -0.4190
H 0.974900 -10.840980 21.000330 -0.5151 -0.1905 -0.1430
H -0.725880 -8.834040 23.913120 -0.5170 -0.3116 0.1185
H -1.554580 -9.861200 22.704620 0.0096 0.7572 0.6818
C 5.745480 -3.429600 22.586260 1.2039 2.9510 0.9551
O 5.504320 -2.242580 22.842390 -0.6278 0.0734 -0.1483
N 4.988650 -4.208990 21.874090 -1.1727 -2.0952 -1.1874
N 6.898520 -3.975760 23.002810 1.0068 -0.0050 0.5675
H 4.159770 -3.881340 21.399010 0.3612 -0.3744 0.1221
H 5.276340 -5.169390 21.996410 -1.0785 -0.1843 -0.8785
H 7.211230 -4.906380 22.765630 -0.0695 0.3203 0.2458
H 7.371630 -3.392510 23.678150 0.2313 -0.3854 0.1135
C 2.219700 -1.739340 20.355730 0.0894 1.4902 -3.2212
O 1.747910 -1.667270 19.213620 0.4857 -0.6488 0.1509
N 3.480570 -1.533440 20.663090 1.9294 0.2423 -0.7961
N 1.457100 -1.911260 21.392200 -2.8247 -1.2580 2.6884
H 3.800930 -1.513040 21.620720 0.7929 -0.0866 -0.1805
H 4.032310 -1.311080 19.846870 0.4953 0.0803 0.6597
H 1.696250 -1.470700 22.269020 -0.4945 -0.2835 -0.1020
H 0.525250 -2.132120 21.071320 -0.2388 0.3849 0.9011
```
Positions in Å, forces in eV/Å.

These are the Löwdin partial charges, in e, on atoms 1 to 2:
1. C -0.103
2. C -0.126